# 1
The following is a DFT calculation (wB97M-V/def2-TZVPD) of a 8-piece molecular cluster, C6H28O8 overall in a non-equilibrium geometry.

Geometry as XYZ:
```
42
Properties=species:S:1:pos:R:3:forces:R:3
H 2.463558 0.765779 1.057925 -0.10 -0.04 0.06
H 2.400308 -2.450223 -0.811991 0.32 0.45 0.20
O 4.219029 -1.711346 -1.615007 -0.49 -0.66 -0.10
C -2.224639 0.026359 4.185197 -0.68 0.47 0.89
H 3.550025 -0.044224 -1.418372 -0.03 0.25 0.37
O 1.983660 0.998563 1.865193 -0.13 0.19 -0.24
H 2.097366 1.654640 -3.819188 -0.05 0.01 -0.02
H -1.890457 1.908224 1.581707 0.45 -0.22 0.08
H -2.279311 -1.403623 -1.128467 -0.29 -0.33 0.13
O -4.798578 -1.900480 -0.531259 -0.33 0.19 -0.55
O -2.280012 1.570379 2.390343 -0.74 -0.11 -0.02
H -2.150067 -1.340062 0.653391 -0.24 -0.34 -0.06
H -1.592479 -0.589174 4.824032 -0.06 -0.11 -0.03
C -4.116875 -0.730192 -0.125973 1.13 -0.07 1.78
O 0.240180 0.847529 -1.172885 0.32 0.28 -0.07
H 1.218859 1.526387 1.569217 0.38 -0.40 0.34
H 1.209402 0.870151 -1.066630 -0.15 -0.23 0.06
H -4.647949 -2.578436 0.130918 0.05 0.00 0.02
C 2.983997 -2.452171 -1.738580 -0.45 -0.06 -0.03
H -0.788860 0.113300 2.580449 0.09 0.07 -0.03
C -2.599598 -0.874390 -0.225788 0.87 0.31 -0.78
H 0.839174 1.513136 -2.951186 -0.13 -0.13 -0.28
H 1.101574 -2.268578 -2.692995 -0.06 0.25 0.04
H -0.084791 1.561539 -0.609850 -0.11 -0.09 -0.03
H 3.720602 1.475748 -1.182644 -0.03 -0.06 0.02
C 2.118692 -1.903929 -2.851782 -0.22 -0.65 -0.69
H 4.873407 -2.379307 -1.395495 0.33 0.41 0.12
H 2.398749 -2.281833 -3.839295 0.27 -0.04 0.13
O 1.138738 1.594812 -3.874567 0.08 0.08 0.21
H -0.751127 1.514653 3.703425 0.36 -0.42 0.20
O 3.091023 0.754469 -1.075440 0.24 -0.01 -0.14
H 2.097935 -0.824990 -2.962792 -0.05 0.15 0.42
H 1.049052 3.143184 0.416700 -0.10 0.11 0.05
H -2.021796 0.049126 -0.334519 -0.55 0.30 0.18
H 0.006866 3.819225 1.303059 -0.09 -0.13 0.05
O 0.217345 2.976395 0.881555 0.07 0.31 -0.22
H 3.198223 -3.511578 -1.897989 0.15 0.06 -0.26
H -4.490512 0.174809 -0.593591 -0.23 -0.33 -0.58
H -2.768199 0.731555 4.826858 0.41 0.12 0.12
H -4.272568 -0.586975 0.952453 -0.41 0.25 -0.11
C -1.389575 0.788878 3.193314 -0.34 0.50 -0.63
H -3.070375 -0.547316 3.800542 0.53 -0.31 -0.63
```
Positions in Å, forces in eV/Å.

## Properties
Charge ... 0
LUMO energy ... -0.12 eV
E_HOMO ... -9.88 eV
Energy relative to the best compared isomer or geometry (same formula, charge and spin) ... 204.9 kJ/mol
Strongest force on any atom ... 2.11 eV Å⁻¹
SMILES ... CCO.CCO.CCO.O.O.O.O.O

Mulliken atomic charge list, values in e, 2 entries: 0.3794, 0.2274


# 2
The following is a DFT calculation (wB97M-V/def2-TZVPD) of C36H37F2HfN9 as an isolated structure in a non-equilibrium geometry.

Geometry as XYZ:
```
85
Properties=species:S:1:pos:R:3:forces:R:3
C 0.064338 -2.355771 -4.102107 -0.01 0.05 0.01
C -1.578708 2.559409 -0.185928 -0.05 0.17 -0.43
H -0.993399 1.101331 -2.245019 0.06 -0.03 0.03
C 4.008509 3.055568 0.464939 -0.07 -0.10 0.02
H 1.387246 -3.593285 -6.057128 0.01 -0.01 -0.01
H -4.151214 2.913686 -0.176772 0.02 -0.04 0.00
H -2.467846 0.164645 -1.908813 0.02 -0.06 0.06
C 3.574548 2.499972 -0.732263 0.04 0.03 0.05
C -1.146993 4.164995 1.607004 -0.05 0.02 0.00
C 2.151093 0.384484 5.267985 0.05 -0.02 0.10
C 2.073142 -2.721553 -2.876095 0.13 0.04 0.00
C -1.657446 -2.541785 -0.207971 -0.33 -0.32 -0.01
C 2.055502 0.886233 2.886246 -0.10 0.05 -0.06
H 2.646610 0.493213 6.223208 0.00 -0.01 -0.01
H 2.592992 -2.332093 -5.832005 0.00 -0.01 0.01
H 4.244414 -3.786026 1.643754 -0.03 0.00 0.01
C -3.767195 -3.149093 0.847363 -0.04 0.09 0.07
N -0.464981 1.880266 0.122253 0.02 -0.36 0.00
F 3.797440 1.685106 4.299617 0.05 0.07 -0.03
C 2.610647 1.507645 1.660952 0.19 0.08 0.11
Hf 0.193887 -0.183708 0.707234 0.05 0.64 -1.15
H 0.181788 2.518016 0.575449 0.12 0.01 -0.16
C 2.660894 0.996928 4.140724 -0.18 -0.14 -0.06
N -2.935702 -0.915476 1.147191 -0.16 0.09 -0.15
H -1.615340 -1.690703 -2.968819 0.01 -0.02 0.04
H -4.142926 3.077581 -1.947574 -0.02 -0.01 0.03
C -0.567246 -1.962165 -2.942454 0.05 0.17 -0.07
H -1.939099 5.739321 -0.213896 0.03 -0.02 0.01
C -1.592686 -3.875419 -0.643768 0.12 0.15 0.02
H -0.506898 -1.152876 3.862880 -0.01 0.04 0.02
F 0.508514 -0.985697 6.199783 -0.01 -0.03 0.05
H 2.249984 1.035211 -1.573892 -0.02 0.05 -0.01
H -1.762679 1.418371 2.949829 0.05 0.01 -0.09
C 1.008547 -0.376591 5.129766 0.05 0.08 -0.14
H -4.458520 -6.016574 1.627321 -0.03 -0.02 -0.01
H -4.489408 1.420632 2.780925 0.02 -0.01 0.01
H -4.889815 -6.177654 -0.070988 -0.03 0.00 0.00
H 3.118039 -3.005425 -2.847594 0.00 -0.01 0.02
C -2.072352 1.153605 -2.142383 0.04 0.05 -0.03
N -2.443870 2.123710 -1.124698 0.23 -0.26 0.24
N -1.886303 -0.244855 1.674945 0.21 -0.10 -0.01
N 2.124779 -2.527675 -0.465553 0.04 -0.15 -0.05
H 2.859096 -3.929623 -5.138244 0.01 0.00 -0.02
H -2.469843 -5.813013 -0.722588 0.01 0.01 -0.01
N -1.831747 3.749099 0.389436 -0.05 0.06 0.20
H -2.493112 1.476538 -3.096387 0.01 -0.01 0.02
C -3.700168 -4.449475 0.385733 0.06 0.02 -0.07
C -3.866289 2.436448 -1.108891 -0.15 -0.02 0.04
H -4.425669 1.504077 -1.197693 0.01 -0.03 0.01
H -2.623215 4.599288 -1.366740 0.01 0.03 0.06
H -4.600102 -2.863587 1.478269 0.03 -0.01 0.02
H -5.048872 -0.715371 1.196888 0.07 -0.09 -0.04
C -4.091197 -0.335658 1.509293 0.02 0.22 0.09
C 2.638451 1.492950 -0.669509 -0.03 -0.11 -0.15
C 2.667204 -2.223039 1.589853 0.01 -0.09 -0.04
C -3.791070 0.749745 2.311406 -0.10 0.02 -0.08
H 2.636058 -1.795450 2.577061 -0.05 0.04 -0.01
C -2.781478 -2.204788 0.559142 0.21 -0.37 -0.06
C -2.529650 4.827948 -0.308967 0.05 0.14 -0.03
C 3.112341 -3.406243 -0.203361 0.05 -0.07 0.22
C -2.577425 -4.796532 -0.364394 -0.07 -0.01 0.03
N 1.835499 -1.797468 0.632775 0.15 0.06 0.27
H -0.731683 -4.190237 -1.217707 0.00 0.00 -0.04
H -0.873053 3.306543 2.216677 -0.02 0.02 -0.02
C 0.092117 -1.948555 -1.709442 0.08 0.00 -0.04
H -0.249825 4.750305 1.384603 0.01 0.00 -0.01
H -3.516387 5.017713 0.114790 0.02 0.00 -0.01
C 3.531211 2.555218 1.664221 0.10 0.04 -0.15
C -4.753831 -5.459514 0.735844 0.04 0.00 0.05
C 0.376361 -0.525454 3.905287 -0.07 0.02 -0.01
H -1.826028 4.790570 2.184416 0.03 0.01 0.02
H -5.709832 -4.981776 0.943560 -0.01 -0.02 -0.01
C 1.406048 -2.742201 -4.090613 -0.02 -0.03 0.09
N -0.639056 -1.619642 -0.530495 -0.56 -0.25 0.20
C 3.485594 -3.240741 1.111138 0.04 0.01 -0.09
N 2.155970 1.012005 0.484176 -0.06 0.34 0.30
H 3.878148 2.979529 2.590697 -0.04 -0.03 0.04
H 3.946339 2.851128 -1.683532 -0.03 -0.04 -0.03
C 2.100142 -3.177478 -5.347601 0.03 0.05 -0.02
C 0.876793 0.106840 2.769875 0.18 -0.08 0.95
H 4.719378 3.871098 0.467642 0.01 -0.01 -0.01
H 3.467619 -4.112546 -0.932906 -0.07 0.06 -0.09
C -2.406737 0.764102 2.386263 -0.02 -0.16 0.12
H -0.488335 -2.369640 -5.033159 0.00 -0.02 0.01
C 1.430103 -2.360839 -1.693723 -0.33 0.10 -0.12
```
Positions in Å, forces in eV/Å.

## Properties
Charge ... +2
LUMO energy ... -5.40 eV
E_HOMO ... -12.81 eV
Energy relative to the best compared isomer or geometry (same formula, charge and spin) ... 0.0 kJ/mol
Strongest force on any atom ... 1.32 eV Å⁻¹

Mulliken atomic charge list, values in e, 2 entries: -0.9252, 0.5529


# 3
The following is a DFT calculation (wB97M-V/def2-TZVPD) of one molecule with the formula C11H16N2O3S2 in a non-equilibrium geometry.

Geometry as XYZ:
```
34
Properties=species:S:1:pos:R:3:forces:R:3
C 0.623472 -0.646191 -4.550032 -0.08 -0.11 0.10
O -1.501589 1.809423 -2.453013 -0.17 -0.20 -0.02
H 2.604088 -1.184944 -3.781596 0.04 -0.06 0.02
H 0.990292 0.368636 -4.707988 -0.01 0.04 -0.06
H -0.025082 1.617154 4.709846 0.05 0.01 0.15
H 1.399299 -2.480001 -3.713315 0.05 -0.01 -0.01
H 1.541942 -0.370163 5.820804 -0.09 -0.02 -0.04
H 0.725733 -1.278390 4.531331 0.01 0.11 0.15
C -2.336670 0.129706 1.519276 0.20 0.08 -0.12
H -2.767034 0.275918 -0.586854 -0.17 -0.06 -0.04
C 1.554134 -1.405921 -3.604782 -0.10 0.09 -0.03
H 0.500342 -1.138959 -5.511864 0.01 0.03 -0.06
O 0.890717 1.907511 -1.848003 0.02 -0.16 0.12
N -0.230401 -0.370497 -2.369580 -0.30 1.07 0.29
C -1.332633 0.339546 2.475079 0.13 0.05 0.11
H 1.475267 0.525600 3.167654 -0.07 -0.06 0.29
C 1.024497 -0.271487 4.862261 -0.09 -0.18 0.17
S -1.698837 0.001809 4.148098 -0.15 0.01 0.36
C 1.101549 -0.945144 -2.208763 0.65 -0.34 0.52
H 1.138478 1.426836 0.677555 0.10 0.04 -0.09
O 1.951847 0.293004 3.985213 0.49 0.21 -0.36
H -3.302550 -0.232635 1.831866 -0.13 -0.01 -0.04
H 1.762876 -0.174212 -1.808691 0.10 -0.23 -0.02
C -2.043753 0.403787 0.202603 -0.01 -0.01 0.17
H -1.190516 -1.561994 -3.776795 0.00 0.08 -0.03
C -0.224674 0.599672 5.043962 -0.22 -0.25 -0.43
H -0.551317 0.614377 6.082599 -0.07 0.03 0.00
H -1.351157 0.196263 -4.027827 -0.06 -0.18 -0.13
C 0.148080 1.052893 0.895325 0.05 0.16 -0.56
C -0.775383 0.878887 -0.113199 0.21 0.18 -0.43
H 1.053411 -1.774819 -1.497951 0.10 0.06 -0.05
N -0.120727 0.784154 2.164308 -0.09 -0.05 0.18
S -0.365140 1.210226 -1.819054 -0.11 -0.39 0.52
C -0.668561 -0.600045 -3.738472 -0.29 0.09 -0.63
```
Positions in Å, forces in eV/Å.

## Properties
Charge ... 0
LUMO energy ... 0.24 eV
E_HOMO ... -8.83 eV
Energy relative to the best compared isomer or geometry (same formula, charge and spin) ... 74.4 kJ/mol
Strongest force on any atom ... 1.15 eV Å⁻¹
SMILES ... O=S(=O)(c1ccc(SCCO)nc1)N1CCCC1

Mulliken atomic charge list, values in e, 2 entries: -0.5556, -0.7400


# 4
The following is a DFT calculation (wB97M-V/def2-TZVPD) of C8H9O3 as an isolated structure in a non-equilibrium geometry.

Geometry as XYZ:
```
20
Properties=species:S:1:pos:R:3:forces:R:3
H -1.867843 1.953509 -0.153771 -2.39 0.82 1.30
H 0.529070 -0.519817 -1.538055 -0.07 0.02 -1.02
H -1.513679 1.404997 -1.859427 -0.07 0.58 1.66
H -1.349384 -2.266763 1.001253 0.42 -0.60 -0.50
H -0.094129 3.032318 0.066226 0.79 -1.62 0.03
O 2.366243 -2.329923 -0.600270 1.71 -0.17 -0.88
C 1.011617 0.946735 0.231727 0.78 0.65 -1.80
C 1.463652 -1.859820 -0.039211 -1.21 1.85 -1.31
C 0.718256 -0.496062 -0.492955 0.96 1.67 1.75
O 0.577777 0.515805 1.488750 -3.95 -1.86 -1.27
C -1.232076 -0.031563 -0.400485 2.33 -1.04 3.69
H 0.624419 2.366349 -1.419127 -0.65 -0.71 1.18
C -1.264256 1.369437 -0.741312 1.54 -0.71 -4.37
H 2.017665 1.225392 0.373300 1.36 0.45 -0.59
H -0.513935 -1.809315 2.457359 0.56 0.32 -0.95
C -0.314175 -0.415975 0.731060 -1.69 0.24 0.64
C 0.117940 2.038829 -0.448185 1.15 0.41 -0.87
O 0.807809 -2.419462 0.914422 -2.08 -1.55 2.58
H -1.656012 -0.909490 -0.912865 -0.20 0.76 0.20
C -0.428959 -1.795183 1.341566 0.69 0.51 0.55
```
Positions in Å, forces in eV/Å.

## Properties
Charge ... +1
LUMO energy ... -5.67 eV
E_HOMO ... -14.93 eV
Energy relative to the best compared isomer or geometry (same formula, charge and spin) ... 48.1 kJ/mol
Strongest force on any atom ... 4.69 eV Å⁻¹

Mulliken atomic charge list, values in e, 2 entries: 0.3781, 0.6739


# 5
The following is a DFT calculation (wB97M-V/def2-TZVPD) of a 2-piece molecular cluster, C2H8S3 overall in a non-equilibrium geometry.

Geometry as XYZ:
```
13
Properties=species:S:1:pos:R:3:forces:R:3
S -1.537609 -2.589126 0.980943 -0.85 -1.73 -2.19
H -0.369675 -1.236483 -0.914033 -0.27 -0.42 0.40
H -0.833031 -1.701398 3.352327 0.78 -0.91 0.97
H 1.281790 1.732428 0.309330 -1.17 2.11 -0.45
H -0.200011 2.778202 0.205492 -1.95 0.36 0.97
C 0.795829 2.741867 -0.049728 2.71 -2.87 -1.81
C -0.622406 -2.253844 -0.584832 -0.45 -3.74 -1.99
S -1.193996 -1.074407 2.275489 -0.10 3.11 0.38
H 1.457704 1.442935 -1.714364 0.53 -0.93 -0.67
H -1.209480 -2.905952 -1.457210 0.68 2.35 2.02
H 0.218078 -2.993582 -0.610787 0.23 1.38 0.39
S 0.770363 2.508964 -2.022165 -0.07 0.79 1.91
H 1.442443 3.550395 0.229538 -0.07 0.51 0.07
```
Positions in Å, forces in eV/Å.

## Properties
Charge ... -1
LUMO energy (spin up / spin down) ... 2.96 / 2.87 eV
Expectation value of S² ... 0.751
Spin multiplicity ... 2
E_HOMO (spin up / spin down) ... 0.65 / -4.48 eV
Energy relative to the best compared isomer or geometry (same formula, charge and spin) ... 234.5 kJ/mol
Strongest force on any atom ... 4.34 eV Å⁻¹

Mulliken atomic charge list, values in e, 2 entries: -0.5597, 0.2422